Molecular formula: C40H66BClCrN8O2P2S
Method: DFT, wB97M-V/def2-TZVPD

Geometry as XYZ:
```
122
Properties=species:S:1:pos:R:3:lowdin_spin:R:1
Cr -0.4077 0.2363 -0.4809 3.035
Cl 0.3085 5.8353 -5.3179 0.001
S 2.4661 0.6907 0.5762 -0.016
P -2.9298 0.2421 -0.3688 -0.039
P 1.7826 2.7089 1.0095 0.000
O 0.0601 0.0918 -2.7159 0.021
O -0.5131 2.0611 -0.9374 0.035
N -0.1245 1.2931 2.5717 -0.009
N -0.5440 -3.8483 0.2240 0.006
N -0.1952 -2.4624 -1.3231 0.012
N 2.6583 -2.0916 -2.7087 0.000
N -0.2843 -1.7562 -0.1660 0.003
N -0.3647 -3.6964 -1.0958 0.002
N -1.9871 0.0583 2.1014 -0.003
N 2.6885 -3.0723 -0.6107 0.001
C -0.3096 -6.7332 -0.9997 0.000
C -4.0294 -0.8938 -1.4040 -0.009
C -1.0270 -5.0840 0.8456 0.000
C -3.0575 2.7322 0.8782 -0.002
C -0.9316 1.2344 3.7126 -0.003
C -0.2976 -6.3894 0.4909 0.000
C 2.8129 -3.5472 -2.8764 0.000
C 3.1767 3.7845 1.7198 0.000
C 3.1425 -3.1302 0.7652 0.000
C -5.3246 -1.3034 -0.6988 -0.003
C 5.1178 1.0910 -0.1734 -0.001
C 3.8746 4.4032 0.5011 0.000
C 4.1576 3.0891 2.6617 0.000
C 1.0897 2.0927 2.6351 -0.001
C -4.3257 -0.2281 -2.7498 0.000
C -5.2467 1.8699 0.1092 -0.002
C -3.2064 -2.1554 -1.6775 0.000
C 2.7580 -1.7767 -1.2881 0.002
C -1.7423 1.5888 5.9237 0.002
C -0.3331 2.8657 -1.9359 0.003
C -3.7590 1.9422 -0.2388 -0.005
C 0.2083 3.3504 -4.2747 0.002
C -0.4978 -2.6380 0.7873 0.013
C 4.0191 -0.9552 -0.9526 0.000
C 0.0129 2.4175 -3.2379 0.007
C -0.2953 5.1480 -2.7663 0.000
C 2.4662 4.9370 2.4448 0.000
C 3.8069 0.5502 -0.7341 -0.001
C -3.0986 -0.4645 1.3436 0.000
C -2.0828 0.4811 3.4221 -0.002
C 0.1633 1.0231 -3.5188 0.009
C 3.3181 -4.0208 -1.5181 0.000
C 1.1272 -6.3955 1.0361 0.000
C -0.7531 1.7922 4.9678 0.001
C -3.5890 2.6785 -1.5826 0.000
C 3.3807 1.2659 -2.0083 0.000
C 0.0623 4.6895 -4.0435 0.006
C -2.8780 0.8420 5.6353 0.002
C -3.0625 0.2771 4.3787 0.002
C -0.4816 4.2578 -1.7402 0.003
B -0.7606 0.5501 1.5230 -0.073
H -5.0176 0.6055 -2.6481 0.000
H -0.5887 -2.4273 1.8405 0.000
H 1.7346 -5.6586 0.5085 0.000
H -6.0317 -0.4837 -0.6089 0.000
H -3.4347 3.7575 0.8671 0.000
H -5.4397 1.2843 1.0094 0.000
H -3.6301 0.6954 6.3989 0.000
H -1.6218 2.0173 6.9096 0.000
H 5.1082 2.1684 -0.0486 0.000
H 4.2365 -3.1671 0.8664 0.000
H 5.3444 0.6334 0.7900 0.000
H 3.0004 -5.0409 -1.2955 0.000
H -5.1371 -1.7088 0.2964 0.000
H 2.0235 4.6301 3.3917 0.000
H 3.1408 4.8902 -0.1468 0.000
H 3.5188 -3.7698 -3.6774 0.000
H 1.1506 -6.1734 2.1048 0.000
H -5.8439 1.4707 -0.7087 0.000
H -1.3111 -6.6442 -1.4237 0.000
H -4.7824 -0.9576 -3.4222 0.000
H 3.0257 2.2779 -1.8046 0.000
H 0.3556 -6.0799 -1.5582 0.000
H 4.7322 -1.0641 -1.7711 0.000
H 3.1987 5.7161 2.6659 0.000
H -0.8744 -7.1560 1.0157 0.000
H -0.4209 6.2101 -2.6022 0.000
H 0.1263 2.3749 5.2089 0.000
H -5.8044 -2.0879 -1.2885 -0.001
H 5.0397 3.7174 2.8102 0.000
H 4.4044 3.6669 -0.0974 0.000
H 4.4911 2.1306 2.2644 0.000
H 4.4172 -3.9805 -1.4614 0.000
H 1.8728 1.5457 3.1684 0.000
H -3.7950 -2.8464 -2.2852 0.000
H 4.4795 -1.3462 -0.0432 0.000
H 2.7666 -2.2623 1.3106 0.000
H 2.5882 0.7085 -2.5012 0.000
H 1.9021 -1.1793 -0.9768 0.002
H 4.2280 1.3278 -2.6949 0.000
H 0.3999 0.7755 -4.5659 0.000
H 5.9237 0.8409 -0.8671 0.000
H -3.4058 0.1320 -3.2172 0.000
H 0.8703 3.0043 3.1937 0.000
H -0.9592 -4.9209 1.9209 0.000
H -2.2980 -1.9182 -2.2267 0.001
H 0.0288 -7.7607 -1.1344 0.000
H 0.4856 2.9960 -5.2608 0.000
H -0.7579 4.5949 -0.7495 0.000
H -4.0476 -0.1704 1.7960 -0.001
H 2.7480 -4.0323 1.2360 0.000
H 1.5804 -7.3746 0.8834 0.000
H -4.4440 2.5202 -2.2374 0.000
H -2.6952 2.3656 -2.1191 0.000
H -1.9795 2.7616 0.7351 -0.001
H 4.5976 5.1565 0.8220 0.000
H 1.6848 5.3791 1.8198 0.000
H -3.2714 2.3181 1.8646 0.000
H 1.7722 -1.7807 -3.0824 0.000
H 3.7035 2.9146 3.6379 0.000
H 1.8594 -4.0302 -3.1085 0.000
H -2.9481 -2.6734 -0.7489 0.000
H -2.0821 -5.1860 0.5804 0.000
H -5.5976 2.8863 0.3017 -0.001
H -3.0878 -1.5596 1.2865 0.000
H -3.5064 3.7523 -1.4083 0.000
H -3.9450 -0.3141 4.1655 0.000
```

Its expectation value of S² is 3.856. The calculation puts the LUMO energy (spin up / spin down) at -2.61 / -2.67 eV. The calculated total energy is -4762.63875 hartree. Its spin multiplicity is 4. The charge is +1. The gap between HOMO and LUMO (spin up / spin down) is 7.6 / 7.6 eV.

***

Molecular formula: C40H66BFN8O2S
Method: DFT, wB97M-V/def2-TZVPD

Geometry as XYZ:
```
119
Properties=species:S:1:pos:R:3:lowdin_charge:R:1
S 3.0909 3.2751 0.3865 0.910
F 4.7231 3.4359 -0.2198 -0.272
O 2.3764 2.3348 -0.6579 -0.368
O 2.4693 4.7050 0.3802 -0.346
N -4.4113 -3.1757 5.4164 0.145
N -3.2598 -5.6634 -0.2336 0.137
N 5.6221 -0.4568 5.6855 0.148
N 1.6432 6.2909 -6.3882 0.157
N -3.5018 -1.3169 -0.3674 0.181
N -0.7415 1.2808 -4.6801 0.130
N -4.5621 -5.5412 -4.9643 0.171
N 4.6521 2.1913 2.6234 0.122
C 7.4174 0.5618 7.3128 -0.195
C -4.0420 -3.7627 -8.3139 -0.113
C -3.7353 -3.8113 6.1156 -0.226
C -6.1048 0.3119 1.3236 -0.268
C -0.3890 2.6443 1.7953 -0.192
C -5.9681 -0.9435 0.4614 -0.189
C -0.6979 -1.5256 0.7763 -0.076
C -1.7142 -4.0596 -1.6293 -0.215
C 8.6664 1.0387 6.5707 -0.269
C 2.3967 2.8086 -5.0048 -0.259
C -5.3157 0.2347 2.6252 -0.109
C 1.9923 2.1505 3.1166 -0.131
C 9.4272 -0.0918 5.8882 -0.111
C -1.7923 -1.0791 3.4570 -0.062
C -0.7626 1.0387 1.9125 -0.157
C -4.4433 -4.4551 -5.3594 -0.238
C 6.4118 -0.0017 6.4061 -0.220
C -1.9468 -4.1973 -3.1343 -0.269
C 0.8613 6.6252 -5.5965 -0.232
C 0.6733 3.1106 2.9553 -0.219
C -1.5838 -5.5756 -3.6741 -0.122
C -2.5797 -4.9495 -0.8482 -0.227
C -1.4971 7.3276 -5.2256 -0.268
C -4.8136 -2.9339 -7.2938 -0.268
C -2.8869 -4.6257 6.9920 -0.197
C -4.2838 -3.0886 -5.8678 -0.193
C -0.1263 7.0603 -4.6032 -0.192
C -1.4900 8.4836 -6.2189 -0.113
C -4.5938 -1.1508 -0.0070 -0.185
C 2.2352 3.4466 -3.6302 -0.108
C -1.7890 -5.3586 6.2203 -0.270
C -0.3731 0.0761 0.6438 -0.016
C 0.0719 1.9391 -5.1850 -0.233
C -2.3323 -6.3846 5.2329 -0.110
C -1.3959 -2.0490 2.1777 -0.071
C -1.4602 0.5447 3.3167 -0.037
C 1.0980 2.7793 -5.8114 -0.200
C 6.7012 0.6714 2.2349 -0.066
C 4.0783 -0.3304 1.8599 -0.054
C 5.0494 0.9307 2.2523 -0.279
B 3.2363 2.5023 2.0933 -0.393
H -2.2071 7.5621 -4.4236 0.111
H -4.2404 0.1472 2.4370 0.045
H -2.9943 -3.9798 -3.3767 0.081
H 9.3369 1.5258 7.2886 0.110
H 10.3266 0.2996 5.4039 0.074
H -1.1598 -4.6388 5.6824 0.110
H 0.1304 0.5813 -0.3070 0.098
H 6.9792 1.4115 7.8469 0.119
H -1.8679 6.4247 -5.7261 0.113
H 1.5370 2.8796 -3.0052 0.060
H -6.3074 -1.8204 1.0247 0.125
H 7.0227 0.5769 1.1134 0.091
H -1.6764 1.3125 4.1949 0.094
H -0.2316 6.2812 -3.8408 0.116
H 0.7179 3.7991 -5.9415 0.087
H 0.2311 7.9604 -4.0900 0.125
H -2.4992 8.6525 -6.6057 0.073
H 4.7869 -1.2893 1.8024 0.095
H -1.7363 -5.6069 -4.7569 0.060
H -1.9114 -3.0232 -1.3358 0.059
H -1.1406 -5.8753 6.9378 0.109
H -4.4397 -3.5878 -9.3178 0.072
H 6.8717 -0.3809 2.7365 0.070
H -1.5921 -3.1989 2.2728 0.071
H -1.4063 3.2241 2.0276 0.120
H -2.9454 -7.1333 5.7444 0.076
H 1.8659 4.4734 -3.7165 0.062
H -0.6625 -4.2611 -1.3956 0.116
H 3.6017 -0.2261 0.7937 0.100
H 3.1986 3.4724 -3.1127 0.070
H 7.2848 1.4788 2.8504 0.083
H -5.4768 1.1410 3.2162 0.073
H -4.7463 -1.8778 -7.5808 0.110
H 1.3138 2.3912 -6.8124 0.119
H 8.8184 -0.5759 5.1172 0.066
H -2.9811 -3.4932 -8.3147 0.077
H -0.3825 -2.2141 -0.1243 0.067
H 0.0830 3.0409 3.9898 0.111
H -2.2724 -1.4768 4.4725 0.070
H -7.1641 0.4572 1.5667 0.107
H 1.0300 4.2350 2.8396 0.122
H -6.6296 -0.8486 -0.4062 0.116
H -1.1478 9.4073 -5.7417 0.077
H -3.2282 -2.7963 -5.8295 0.121
H -2.4186 -3.9757 7.7386 0.117
H -2.9424 -5.9098 4.4571 0.075
H -5.6325 -0.6248 3.2243 0.076
H 1.7851 1.0008 3.0491 0.108
H 2.7912 1.7919 -4.8861 0.112
H -3.5014 -5.3484 7.5411 0.122
H -5.7829 1.1955 0.7589 0.112
H -0.5348 -5.8119 -3.4696 0.074
H 3.1464 3.3780 -5.5670 0.108
H 8.3965 1.7944 5.8227 0.110
H -5.8748 -3.2087 -7.3350 0.113
H -1.3371 -3.4484 -3.6537 0.112
H -4.8278 -2.3994 -5.2134 0.123
H 9.7331 -0.8516 6.6143 0.077
H 2.4113 2.3431 4.2171 0.137
H 3.2710 -0.6001 2.6851 0.104
H -0.0895 2.9722 0.7008 0.110
H -2.2076 -6.3574 -3.2277 0.072
H -0.8374 8.2735 -7.0730 0.074
H -1.5061 -6.9014 4.7358 0.074
H 7.6955 -0.1800 8.0703 0.122
H -4.1261 -4.8345 -8.1050 0.073
```

The calculation puts the LUMO energy at -0.75 eV. The calculated total energy is -2674.70150 hartree. The charge is 0. The gap between HOMO and LUMO is 7.3 eV. The structure (SMILES) is CC(C)=NB(CCCc1ccccc1)S(=O)(=O)F.CCCC#N.CCCC#N.CCCC#N.CCCC#N.CCCC#N.CCCC#N.CCCC#N.